# 1
Formula: C16H24N2O4S
Source: the OMol25 dataset
Level of theory: wB97M-V/def2-TZVPD

Cartesian coordinates (Å):
C: 3.80 2.59 -2.34
C: 2.57 2.58 -2.81
C: 1.69 1.37 -2.93
N: 2.28 0.18 -2.36
C: 2.62 -0.88 -3.11
O: 2.47 -0.92 -4.32
C: 3.25 -2.03 -2.33
H: 4.10 -1.64 -1.77
H: 3.62 -2.75 -3.07
C: 2.28 -2.73 -1.37
H: 2.84 -3.54 -0.88
H: 1.97 -2.03 -0.60
C: 1.05 -3.32 -2.08
H: 0.74 -4.24 -1.58
C: -0.13 -2.34 -2.10
H: -0.86 -2.66 -2.85
H: 0.23 -1.35 -2.39
C: -0.81 -2.24 -0.73
N: -1.48 -0.97 -0.52
S: -0.57 0.31 0.04
O: 0.81 -0.09 0.19
O: -0.85 1.45 -0.79
C: -1.28 0.56 1.65
C: -2.39 1.36 1.78
C: -3.00 1.51 3.01
C: -2.48 0.85 4.12
C: -1.35 0.03 3.97
C: -0.76 -0.11 2.74
H: 0.12 -0.72 2.61
H: -0.97 -0.47 4.85
O: -2.99 0.92 5.37
C: -4.13 1.72 5.60
H: -4.99 1.37 5.02
H: -4.35 1.61 6.66
H: -3.93 2.77 5.38
H: -3.86 2.15 3.10
H: -2.77 1.88 0.91
H: -2.05 -0.68 -1.30
H: -0.08 -2.31 0.07
H: -1.55 -3.04 -0.60
H: 1.32 -3.57 -3.10
H: 2.29 0.12 -1.35
H: 0.73 1.58 -2.44
H: 1.50 1.16 -3.99
H: 2.11 3.50 -3.16
H: 4.38 3.50 -2.28
H: 4.28 1.69 -1.99

Output
Orbital gap   9.60 eV
2S+1   1
ΔE to the lowest compared entry with this formula, charge and spin   31.39 kcal/mol
Structure (SMILES)   C=CCNC(=O)CCCCCNS(=O)(=O)c1ccc(OC)cc1
LUMO energy   0.515 eV
HOMO   -9.088 eV

# 2
Formula: C16H24N2O5RhS3Sb
Source: the OMol25 dataset
Level of theory: wB97M-V/def2-TZVPD

Cartesian coordinates (Å):
Rh: 1.03 -0.64 0.75
O: -1.95 1.24 2.90
S: -1.17 0.51 1.95
O: -2.02 0.18 0.73
O: 0.00 1.29 1.38
O: -0.49 -0.72 2.44
O: 2.61 -0.60 1.99
N: 3.85 -0.44 1.49
C: 4.91 -0.41 2.33
C: 6.18 -0.18 1.83
C: 6.44 -0.04 0.47
C: 5.33 -0.09 -0.37
C: 4.03 -0.28 0.15
S: 2.64 -0.30 -0.82
H: 4.69 -0.55 3.37
H: 6.99 -0.07 2.55
H: 7.44 0.09 0.09
H: 5.39 0.03 -1.44
C: 0.11 2.41 -3.73
C: -0.61 3.09 -2.58
Sb: -1.27 1.51 -1.01
C: -3.01 0.65 -2.09
C: -2.55 -0.41 -3.06
C: -2.37 3.07 0.09
C: -1.43 4.04 0.77
H: 0.49 3.17 -4.45
H: -0.52 1.70 -4.31
H: 0.99 1.83 -3.40
H: -1.54 3.61 -2.84
H: 0.05 3.75 -1.98
H: -3.49 1.52 -2.57
H: -3.67 0.27 -1.30
H: -1.95 -0.01 -3.89
H: -3.43 -0.90 -3.53
H: -1.99 -1.22 -2.58
H: -2.99 2.47 0.76
H: -2.98 3.52 -0.72
H: -0.73 3.53 1.45
H: -2.02 4.76 1.38
H: -0.84 4.63 0.07
S: 0.13 -2.33 -0.48
C: -0.89 -3.19 0.62
N: -2.09 -2.66 1.00
C: -2.88 -3.29 1.94
C: -2.54 -4.52 2.45
C: -1.39 -5.13 1.98
C: -0.57 -4.47 1.06
H: -2.24 -1.68 0.74
H: -3.78 -2.77 2.25
H: -3.16 -4.98 3.20
H: -1.13 -6.11 2.34
H: 0.36 -4.88 0.69

Output
Orbital gap (alpha / beta)   5.87 / 5.85 eV
2S+1   5
ΔE to the lowest compared entry with this formula, charge and spin   0.00 kcal/mol
LUMO energy (alpha / beta)   -0.297 / -1.810 eV
HOMO (alpha / beta)   -6.170 / -7.656 eV

# 3
Formula: C16H24N2O6
Source: the OMol25 dataset
Level of theory: wB97M-V/def2-TZVPD

Cartesian coordinates (Å):
C: 1.50 3.24 -0.57
O: 2.08 2.80 0.63
C: 1.28 1.89 1.33
C: 2.15 1.13 2.33
C: 3.16 0.24 1.61
N: 2.44 -0.71 0.78
H: 1.88 -1.31 1.38
C: 3.23 -1.53 -0.13
H: 3.80 -2.33 0.39
C: 4.30 -0.67 -0.83
O: 5.47 -0.85 -0.61
O: 3.87 0.23 -1.69
H: 2.88 0.24 -1.80
C: 2.25 -2.15 -1.14
C: 1.10 -1.17 -1.33
O: 1.26 -0.10 -1.91
N: -0.07 -1.58 -0.82
C: -1.29 -0.87 -0.72
C: -1.52 0.36 -1.31
C: -2.74 1.00 -1.16
C: -3.75 0.40 -0.42
C: -3.52 -0.85 0.17
C: -2.31 -1.49 0.03
O: -1.99 -2.70 0.58
C: -2.99 -3.38 1.32
H: -2.53 -4.31 1.64
H: -3.29 -2.80 2.20
H: -3.86 -3.59 0.70
H: -4.33 -1.28 0.74
O: -4.99 0.92 -0.20
C: -5.29 2.17 -0.77
H: -5.23 2.15 -1.86
H: -4.63 2.96 -0.38
H: -6.32 2.39 -0.47
H: -2.88 1.96 -1.63
H: -0.74 0.82 -1.88
H: -0.11 -2.47 -0.35
H: 2.75 -2.32 -2.10
H: 1.88 -3.11 -0.77
H: 3.83 -0.24 2.33
H: 3.76 0.88 0.95
H: 2.69 1.85 2.95
H: 1.51 0.52 2.98
H: 0.47 2.42 1.86
H: 0.82 1.17 0.64
H: 2.22 3.91 -1.03
H: 0.56 3.78 -0.39
H: 1.30 2.40 -1.25

Output
Orbital gap   8.59 eV
2S+1   1
ΔE to the lowest compared entry with this formula, charge and spin   32.46 kcal/mol
Structure (SMILES)   COCCCN[C@@H](CC(=O)Nc1ccc(OC)cc1OC)C(=O)O
LUMO energy   0.345 eV
HOMO   -8.248 eV

# 4
Formula: C16H24N2OS
Source: the OMol25 dataset
Level of theory: wB97M-V/def2-TZVPD

Cartesian coordinates (Å):
C: -2.46 1.09 -3.07
H: -2.21 0.48 -2.31
H: -2.84 2.05 -2.92
H: -3.28 0.51 -3.61
C: -1.12 0.90 -4.12
N: -0.07 1.78 -3.39
C: 1.01 2.26 -4.27
C: 1.99 1.06 -4.25
H: 1.77 0.13 -4.72
H: 3.02 1.56 -4.63
C: 1.80 0.99 -2.64
H: 2.43 1.67 -2.17
H: 2.61 -0.07 -2.47
C: 0.41 1.10 -2.36
C: 0.24 1.66 -1.08
N: 0.77 1.11 0.21
C: 0.14 0.10 0.64
O: -1.12 -0.10 0.41
C: 0.57 -0.73 1.60
C: 1.97 -0.95 1.75
S: 2.49 -2.10 3.03
C: 0.80 -1.85 3.85
C: -0.08 -1.20 2.91
C: -1.44 -0.92 3.35
C: -2.03 -2.27 4.20
C: -0.86 -2.05 5.36
C: 0.70 -2.63 4.93
H: 0.28 -3.70 4.75
H: 1.33 -2.39 5.82
H: -0.66 -0.99 5.82
H: -1.32 -2.73 6.23
H: -1.89 -3.19 3.83
H: -2.87 -1.76 4.65
H: -1.43 -0.08 3.59
H: -1.95 -1.18 2.35
H: 2.53 -0.77 0.90
H: 1.68 0.95 0.24
H: -0.84 2.15 -0.80
H: 0.67 2.78 -1.02
H: -0.03 0.09 -2.12
H: 1.29 3.34 -4.16
H: 0.43 2.34 -5.20
H: -0.96 -0.01 -4.22
H: -1.45 1.57 -4.88

Output
Orbital gap   8.69 eV
2S+1   1
ΔE to the lowest compared entry with this formula, charge and spin   329.29 kcal/mol
LUMO energy   0.368 eV
HOMO   -8.322 eV